Density functional theory data (ωB97M-V/def2-TZVPD) for a single C6H10 molecule.

XYZ file:
```
16
C6H10, DFT ωB97M-V/def2-TZVPD
C -1.093 0.749 -1.543
C -0.123 -0.200 -0.881
C 0.631 0.631 2.360
C -0.265 -1.672 -1.179
C 0.760 0.231 -0.016
C 1.400 0.606 1.061
H -0.972 1.766 -1.160
H -2.121 0.424 -1.335
H -0.966 0.766 -2.631
H -0.263 0.010 2.256
H 0.307 1.651 2.595
H 1.205 0.252 3.208
H -1.293 -1.999 -0.975
H -0.057 -1.886 -2.234
H 0.414 -2.267 -0.562
H 2.437 0.939 1.037
```

**SMILES string**: CC=C=C(C)C
**Gap between HOMO and LUMO**: 10.04 eV
**E**: -234.5560 Ha
**Largest force on an atom**: 0.26 eV/A
**E_HOMO**: -8.97 eV
**2S+1**: 1
**Energy above the lowest of the compared OMol25 structures with the same formula, charge and spin**: 122.1 kJ/mol

Now the Löwdin charges, all in e: number 1, C, carries -0.065; number 2, C, carries -0.354; number 3, C, carries -0.108; number 4, C, carries -0.065; number 5, C, carries -0.030; number 6, C, carries -0.154; number 7, H, carries 0.078; number 8, H, carries 0.079; number 9, H, carries 0.077; number 10, H, carries 0.074; number 11, H, carries 0.071; number 12, H, carries 0.065; number 13, H, carries 0.079; number 14, H, carries 0.078; number 15, H, carries 0.079; number 16, H, carries 0.095

---

Density functional theory data (ωB97M-V/def2-TZVPD) for a molecular structure, C3H4O3 at a distorted geometry.

XYZ file:
```
10
C3H4O3, DFT ωB97M-V/def2-TZVPD
O -0.138 1.912 0.233
C 0.128 0.679 -0.295
C -0.942 -0.315 0.048
O -1.830 -0.441 -0.763
C 1.346 -0.856 -0.013
O 0.441 -1.664 -0.066
H -0.579 1.839 1.096
H 0.278 0.816 -1.365
H -1.024 -0.540 1.140
H 2.319 -1.429 -0.015
```

**Gap between HOMO and LUMO**: 9.35 eV
**E**: -342.2857 Ha
**Largest force on an atom**: 1.57 eV/A
**E_HOMO**: -9.08 eV
**2S+1**: 1
**Energy above the lowest of the compared OMol25 structures with the same formula, charge and spin**: 446.9 kJ/mol

Now the Löwdin charges, all in e: number 1, O, carries 0.039; number 2, C, carries -0.177; number 3, C, carries -0.403; number 4, O, carries 0.056; number 5, C, carries -0.010; number 6, O, carries -0.018; number 7, H, carries 0.118; number 8, H, carries 0.138; number 9, H, carries 0.146; number 10, H, carries 0.110

---

Which of these has the lowest E? C3H4O3